Computed, not measured: 6 unconnected molecules or ions with the total composition C17H35N2O22PS6 in a non-equilibrium geometry, with ωB97M-V/def2-TZVPD.

Output
Maximum force: 4.087 eV/A
SMILES string: CCC[C@@]1(P(N)O)CC(=O)N[C@H]1S.O=S1(=O)OCCO1.O=S1(=O)OCCO1.O=S1(=O)OCCO1.O=S1(=O)OCCO1.O=S1(=O)OCCO1
LUMO level: 0.229 eV
Charge: 0
DFT total energy: -5163.83996 Eh
2S+1: 1
Highest occupied orbital energy: -0.2941 Ha
Frontier orbital gap: 8.2313 eV

Last column: Löwdin charge in e.
Element x y z (Å)
C  -1.23825  5.36799  -4.38612  -0.12
C  -0.03022  5.88621  -3.42015  -0.24
C  1.32960  5.60065  -4.21031  -0.23
C  2.64949  5.57476  -3.30337  -0.50
P  4.04269  5.55028  -4.64643  0.92
N  4.46018  7.22022  -5.07379  -0.19
O  3.35065  4.90307  -6.09204  -0.33
C  2.98315  6.79361  -2.32803  -0.08
C  4.23512  6.09681  -1.55060  -0.37
O  5.38746  6.50803  -1.38080  0.07
N  3.60446  4.79381  -1.15353  -0.01
C  3.02890  4.26150  -2.45805  -0.63
S  1.68418  3.07427  -1.97322  0.74
H  -2.03995  6.15293  -4.55217  0.07
H  -0.77526  5.16160  -5.42127  0.07
H  -1.62145  4.36726  -4.01292  0.07
H  -0.13085  5.32679  -2.43372  0.08
H  -0.21123  6.99142  -3.18157  0.11
H  1.43612  6.39016  -5.02967  0.12
H  1.22667  4.54687  -4.66112  0.11
H  5.39297  7.36718  -4.66003  0.03
H  4.54304  7.25965  -6.10604  0.03
H  4.02492  4.85378  -6.79798  0.05
H  3.41074  7.75756  -2.76631  0.11
H  2.21434  7.15477  -1.57322  0.13
H  2.72226  5.15769  -0.73952  0.06
H  3.91805  3.71427  -2.91417  0.08
H  2.30455  2.28153  -0.99600  -0.10
C  3.75952  2.52263  2.49914  -0.15
C  2.86838  2.63507  3.72390  -0.17
O  1.77132  3.45846  3.31078  -0.18
S  1.47897  3.19598  1.74130  0.61
O  0.40556  2.25074  1.63955  -0.24
O  1.47260  4.45701  1.06487  -0.25
O  2.86131  2.42628  1.39104  -0.22
H  4.36880  3.42114  2.36772  0.14
H  4.40872  1.64797  2.54075  0.14
H  3.38442  3.08042  4.57461  0.14
H  2.46875  1.65579  4.00933  0.08
C  0.49757  -2.34867  5.71806  -0.16
C  -0.17747  -1.04181  5.33466  -0.16
O  0.74897  -0.02184  5.71775  -0.19
S  2.25799  -0.58868  5.55307  0.66
O  2.76898  -0.14193  4.28907  -0.25
O  2.95525  -0.38615  6.78476  -0.21
O  1.88284  -2.15884  5.41851  -0.18
H  0.40425  -2.54258  6.79011  0.13
H  0.09982  -3.19689  5.16065  0.14
H  -1.13297  -0.90317  5.83920  0.14
H  -0.32512  -0.97590  4.25292  0.13
C  -2.41777  -0.08103  -0.54373  -0.16
C  -0.96261  -0.50729  -0.44540  -0.17
O  -0.92605  -1.45755  0.62044  -0.19
S  -2.32985  -2.26690  0.65633  0.65
O  -2.15033  -3.50710  -0.03679  -0.23
O  -2.86307  -2.18939  1.98204  -0.23
O  -3.17528  -1.26925  -0.30229  -0.19
H  -2.66926  0.64703  0.23225  0.14
H  -2.66068  0.33430  -1.52189  0.14
H  -0.29720  0.33037  -0.23675  0.12
H  -0.63632  -1.01209  -1.35938  0.14
C  -2.54815  -6.33331  -1.58079  -0.19
C  -2.64041  -7.82841  -1.32066  -0.17
O  -3.64047  -8.30070  -2.22665  -0.19
S  -3.59711  -7.40368  -3.57727  0.65
O  -2.82407  -8.10495  -4.55829  -0.23
O  -4.91632  -6.91359  -3.83649  -0.23
O  -2.69606  -6.18859  -2.99747  -0.19
H  -3.36496  -5.79643  -1.09722  0.11
H  -1.59701  -5.91523  -1.25257  0.13
H  -2.91502  -8.05447  -0.29303  0.11
H  -1.69930  -8.33087  -1.56443  0.13
C  -5.43177  -7.77406  3.01551  -0.17
C  -4.21754  -8.43876  3.64449  -0.17
O  -3.09713  -7.90601  2.93682  -0.19
S  -3.42943  -6.38252  2.48867  0.67
O  -2.84785  -5.49515  3.44872  -0.22
O  -3.19711  -6.26446  1.08123  -0.23
O  -5.02874  -6.43011  2.74672  -0.18
H  -5.69387  -8.24787  2.06542  0.13
H  -6.29790  -7.78651  3.67725  0.14
H  -4.24624  -9.52456  3.55819  0.14
H  -4.11591  -8.16057  4.69738  0.13

Forces on atoms 1 to 2 (eV/Å):
C 1.143 0.094 -0.471
C -1.103 -0.182 -0.594